(1)
{"formula": "C16H27CuGeN5OS2Si3", "method": "ωB97M-V/def2-TZVPD", "elements": ["Cu", "S", "C", "S", "C", "C", "N", "C", "N", "O", "N", "C", "C", "N", "C", "N", "C", "Si", "C", "C", "Ge", "Si", "C", "C", "C", "Si", "C", "C", "C", "H", "H", "H", "H", "H", "H", "H", "H", "H", "H", "H", "H", "H", "H", "H", "H", "H", "H", "H", "H", "H", "H", "H", "H", "H", "H", "H"], "coordinates": [[-1.420182, 0.901192, -0.868316], [-2.709618, 2.641993, 0.377662], [-3.526654, 1.245267, 0.940682], [-3.037007, -0.286781, 0.274806], [-4.534513, 1.294453, 1.904503], [-4.969346, 2.520998, 2.470694], [-5.358184, 3.492987, 2.958424], [-5.170186, 0.120497, 2.387508], [-5.710858, -0.812205, 2.802718], [-1.543467, 1.375765, -2.950229], [-2.595178, 1.265613, -3.636036], [-2.519390, 1.732414, -4.882290], [-1.324218, 2.306870, -5.406685], [-0.361224, 2.761773, -5.847374], [-3.667084, 1.614787, -5.706773], [-4.576941, 1.528594, -6.410378], [-0.825130, -2.632539, 2.320666], [0.157150, -2.432344, 0.725982], [-0.741946, -3.365137, -0.644245], [1.801665, -3.338171, 1.001058], [0.443088, -0.161175, 0.101165], [2.256271, -0.079396, -1.426678], [1.890934, -1.178603, -2.916281], [2.496813, 1.676727, -2.071476], [3.936098, -0.623092, -0.735166], [0.993445, 1.018101, 2.081717], [-0.468111, 1.088014, 3.258343], [1.497283, 2.791781, 1.683355], [2.431754, 0.205355, 3.013430], [-1.054641, -3.692026, 2.475012], [-1.761722, -2.075606, 2.285437], [-0.249556, -2.284349, 3.182417], [-0.940692, -4.397735, -0.340363], [-0.150085, -3.382745, -1.562246], [-1.695815, -2.887804, -0.875792], [1.596820, -4.354422, 1.354321], [2.427877, -2.839144, 1.743521], [2.377749, -3.415314, 0.076167], [0.902194, -0.964101, -3.325641], [1.918141, -2.237573, -2.646467], [2.632714, -1.008270, -3.702527], [1.556587, 2.100447, -2.429402], [3.206989, 1.680198, -2.904398], [2.883995, 2.337384, -1.292384], [3.917005, -1.636338, -0.331358], [4.267437, 0.046319, 0.062008], [4.682234, -0.586237, -1.536329], [-1.323506, 1.560997, 2.771601], [-0.207610, 1.675433, 4.144847], [-0.777417, 0.093318, 3.583690], [0.710508, 3.281263, 1.106378], [2.422464, 2.832917, 1.103961], [1.646005, 3.359058, 2.607430], [2.164040, -0.803841, 3.335569], [2.666951, 0.792361, 3.907657], [3.336071, 0.132073, 2.406106]], "atomic_forces_ev_per_a": [[-0.7146, 0.2291, -0.1653], [0.1142, -0.1052, -0.1619], [0.0313, -0.1055, 0.0436], [0.1383, 0.1225, 0.0568], [0.1407, -0.0354, -0.0885], [-0.0698, 0.1237, 0.0466], [0.0084, -0.0100, 0.0076], [-0.0832, -0.0785, 0.0299], [0.0124, 0.0013, 0.0114], [0.3949, 0.0335, 0.1886], [-0.1076, 0.0242, -0.0742], [0.1126, -0.1442, 0.4135], [0.1147, 0.0485, -0.1049], [-0.0305, 0.0084, -0.0049], [-0.1699, -0.0107, -0.1787], [0.0246, 0.0129, 0.0146], [0.0873, -0.0439, -0.0167], [-0.0689, 0.0216, -0.0533], [0.0031, -0.0061, 0.0518], [-0.0538, -0.0351, -0.0230], [0.2032, -0.2223, 0.0595], [-0.0260, 0.1072, -0.0698], [0.0370, -0.0281, 0.0453], [0.0194, -0.0389, 0.0008], [0.0063, 0.0385, -0.0483], [-0.0652, 0.0487, -0.0196], [0.0491, -0.0055, -0.0125], [0.0222, -0.0515, 0.0486], [-0.0295, 0.0574, 0.0396], [-0.0116, 0.0018, 0.0289], [-0.0153, 0.0123, -0.0280], [0.0035, 0.0105, 0.0041], [0.0002, -0.0144, -0.0237], [0.0124, 0.0066, -0.0037], [-0.0161, 0.0182, 0.0231], [0.0324, -0.0124, 0.0094], [-0.0134, 0.0270, 0.0150], [-0.0112, 0.0126, -0.0232], [-0.0076, 0.0496, 0.0000], [0.0008, -0.0099, 0.0155], [-0.0077, -0.0182, -0.0173], [-0.0264, -0.0372, -0.0303], [0.0047, 0.0234, 0.0018], [-0.0053, -0.0041, 0.0241], [-0.0317, -0.0162, -0.0062], [-0.0125, 0.0197, 0.0066], [0.0310, -0.0134, 0.0196], [-0.0014, 0.0203, -0.0161], [-0.0169, -0.0009, 0.0134], [-0.0001, -0.0157, -0.0055], [-0.0247, -0.0027, -0.0012], [0.0053, -0.0126, -0.0125], [0.0086, 0.0192, -0.0065], [-0.0167, -0.0112, 0.0007], [0.0250, -0.0213, 0.0161], [-0.0062, 0.0123, -0.0405]], "nbo_charge": [0.93, -0.36, -0.20, -0.25, -0.52, 0.34, -0.42, 0.33, -0.42, -0.59, 0.09, -0.26, 0.30, -0.39, 0.31, -0.40, -1.12, 1.31, -1.11, -1.11, -0.60, 1.29, -1.11, -1.11, -1.11, 1.32, -1.12, -1.11, -1.11, 0.22, 0.27, 0.22, 0.22, 0.23, 0.25, 0.22, 0.23, 0.22, 0.25, 0.22, 0.22, 0.26, 0.22, 0.22, 0.23, 0.22, 0.22, 0.27, 0.22, 0.23, 0.25, 0.22, 0.22, 0.23, 0.22, 0.22], "s2": 0.757, "charge": -2, "relative_energy_kj_mol": 25.0, "spin_multiplicity": 2, "gap_ha": [0.242, 0.221]}


(2)
{"formula": "C3H6N2O2", "method": "ωB97M-V/def2-TZVPD", "elements": ["H", "N", "C", "O", "C", "C", "N", "O", "H", "H", "H", "H", "H"], "coordinates": [[-1.930629, -1.588378, 1.289675], [-1.286779, -0.900042, 0.905368], [-0.181838, -0.890821, 1.534249], [0.828008, -0.047083, 1.230587], [0.485321, 1.034073, 0.343595], [0.400135, 0.796550, -1.139532], [0.202723, -0.422555, -1.669344], [0.636551, 1.802283, -1.795643], [0.096933, -1.557538, 2.365633], [-0.433435, 1.480495, 0.719357], [1.216871, 1.851817, 0.163757], [0.239106, -0.461051, -2.675254], [-0.242367, -1.156163, -1.137993]], "atomic_forces_ev_per_a": [[0.1884, 0.0624, 0.0137], [0.4672, 0.0020, 0.3841], [-0.1964, -0.0054, -0.2354], [-0.0053, 0.1958, -0.2085], [-0.2095, 0.4232, -0.2233], [-0.0450, 0.1575, -0.4410], [0.0038, -0.0828, -0.0831], [-0.2714, -0.4425, -0.5098], [0.0153, 0.3310, -0.3184], [-0.1270, 0.0552, -0.2410], [0.2762, -0.7432, 1.8939], [-0.1360, -0.1521, 0.0380], [0.0396, 0.1988, -0.0693]], "nbo_charge": [0.36, -0.75, 0.42, -0.49, -0.20, 0.64, -0.81, -0.63, 0.16, 0.22, 0.26, 0.40, 0.42], "smiles": "[H]/N=C/OCC(N)=O", "relative_energy_kj_mol": 164.4, "spin_multiplicity": 1, "gap_ha": 0.391}


(3)
{"formula": "C35H33AgF8N2OSiTe", "method": "ωB97M-V/def2-TZVPD", "elements": ["Ag", "C", "Si", "C", "N", "C", "C", "C", "C", "C", "C", "C", "C", "C", "C", "C", "C", "C", "C", "C", "C", "C", "H", "H", "H", "H", "H", "H", "H", "H", "H", "H", "H", "H", "H", "H", "H", "H", "H", "H", "H", "H", "H", "H", "H", "H", "F", "Te", "F", "F", "F", "F", "O", "F", "C", "F", "F", "C", "C", "C", "C", "C", "C", "C", "C", "H", "H", "H", "H", "N", "C", "C", "C", "C", "C", "C", "C", "H", "H", "H", "H", "H"], "coordinates": [[-0.352948, -2.016062, 0.967289], [-0.279747, -0.733026, 2.655470], [0.623392, 0.833528, 2.170298], [1.879385, 0.554483, 0.761181], [1.367301, -0.258286, -0.358884], [0.631023, 0.519290, -1.372948], [1.393570, 0.704528, -2.692024], [2.865680, 0.999718, -2.420475], [3.503436, -0.178214, -1.657088], [2.432652, -1.044476, -0.977881], [1.563889, 1.505729, 3.674894], [1.257868, 2.731193, 4.270794], [1.897960, 3.147964, 5.429094], [2.861413, 2.339142, 6.016552], [3.189416, 1.123387, 5.430451], [2.547320, 0.708464, 4.273054], [-0.630676, 2.203501, 1.726151], [-0.358372, 3.201942, 0.792291], [-1.301641, 4.162618, 0.453538], [-2.543198, 4.162885, 1.070799], [-2.820544, 3.209336, 2.039723], [-1.876469, 2.243934, 2.354628], [-1.266270, -0.582702, 3.087855], [0.339972, -1.332013, 3.324076], [2.685749, -0.020724, 1.238839], [2.326124, 1.495411, 0.401246], [0.396846, 1.496147, -0.948961], [-0.323472, 0.021305, -1.580982], [0.932268, 1.516645, -3.262066], [1.318776, -0.202900, -3.298014], [2.939236, 1.918310, -1.829861], [3.390741, 1.176722, -3.363777], [4.194374, 0.200660, -0.902292], [4.079254, -0.809674, -2.338048], [2.896183, -1.668785, -0.223166], [1.979009, -1.719124, -1.710717], [0.501014, 3.364090, 3.819607], [1.640913, 4.102233, 5.876151], [3.354964, 2.658632, 6.927504], [3.945932, 0.490666, 5.877210], [2.814723, -0.249312, 3.826293], [0.617177, 3.233422, 0.319146], [-1.067472, 4.912440, -0.293283], [-3.287955, 4.901960, 0.800770], [-3.778158, 3.217764, 2.547360], [-2.108469, 1.500842, 3.108892], [3.717135, -1.381655, 2.564344], [2.946193, -3.464244, 2.099261], [4.603116, -4.544019, 3.031054], [2.967956, -4.462111, 0.071685], [2.467539, -3.211697, 4.007809], [2.060595, -5.173459, 2.497511], [1.361763, -2.676274, 1.635488], [-6.173481, 4.260500, -3.125253], [-6.674622, 3.106081, -2.614603], [-7.233400, 2.467346, -3.677073], [-7.703914, 3.464825, -1.818586], [-5.645900, 2.284046, -1.926583], [-5.785320, 1.913043, -0.594042], [-4.837928, 1.102387, -0.001243], [-3.726562, 0.645197, -0.721846], [-3.582225, 1.064627, -2.054507], [-4.529556, 1.868792, -2.650533], [-2.789353, -0.252905, -0.148916], [-2.036388, -1.106903, 0.284223], [-6.638753, 2.264521, -0.029604], [-4.948181, 0.799978, 1.030636], [-2.718548, 0.730815, -2.613681], [-4.419115, 2.182383, -3.681281], [-0.476182, -3.620651, -0.556498], [0.036782, -3.938776, -1.529058], [0.615050, -4.355576, -2.752030], [1.969612, -4.686119, -2.833392], [2.476653, -5.165125, -4.027027], [1.654226, -5.319531, -5.136141], [0.307319, -4.984588, -5.053776], [-0.215080, -4.499855, -3.871505], [2.592152, -4.579916, -1.948630], [3.523658, -5.428534, -4.098529], [2.058804, -5.702324, -6.064183], [-0.335215, -5.107994, -5.916389], [-1.260997, -4.235882, -3.787789]], "atomic_forces_ev_per_a": [[-0.2471, 0.4076, 0.9710], [0.4109, -0.0718, -0.2045], [0.4047, 0.2722, -0.2704], [-0.2790, -0.3224, 0.0381], [0.1056, 0.2855, -0.2159], [-0.0633, -0.2571, -0.0126], [0.0966, 0.1220, 0.1498], [-0.0319, -0.1374, -0.0907], [-0.1184, 0.1066, -0.0056], [0.0995, 0.0424, -0.0127], [-0.1749, -0.1046, 0.0047], [-0.0883, -0.0118, -0.1559], [0.0153, 0.0827, 0.0666], [0.0147, 0.0036, -0.0587], [0.0064, 0.1374, 0.0911], [-0.1009, -0.2423, -0.0708], [0.0119, -0.2688, 0.0269], [0.1007, 0.0117, 0.0126], [-0.0043, 0.0583, -0.0054], [-0.0073, 0.0236, -0.0078], [-0.0605, 0.0293, 0.0384], [0.0150, -0.0454, 0.0062], [-0.1478, -0.1467, -0.3074], [0.0173, -0.0973, -0.1118], [-0.0481, -0.0027, 0.1738], [-0.0228, 0.0934, 0.1596], [-0.0560, -0.0228, -0.0637], [-0.0396, 0.0821, 0.0402], [-0.0468, -0.0389, -0.0252], [-0.0347, 0.0130, -0.0457], [0.0040, 0.0071, -0.0193], [0.0366, 0.0837, 0.0504], [0.0497, -0.0705, -0.0031], [0.0459, -0.0127, 0.0199], [-0.0667, -0.1613, 0.0943], [-0.0278, -0.0289, 0.0284], [-0.0158, 0.0531, 0.0529], [-0.0043, 0.0028, 0.0050], [0.0174, 0.0062, 0.0112], [-0.0092, -0.0505, -0.0242], [0.1369, -0.0495, -0.0401], [-0.0185, -0.0066, -0.0419], [0.0065, 0.0007, -0.0032], [-0.0066, 0.0082, 0.0050], [-0.0216, -0.0245, -0.0151], [-0.0758, -0.0156, -0.0157], [0.0156, 0.2314, -0.3121], [2.1712, -2.1385, 2.2601], [-0.2403, 0.3010, -0.3093], [-0.0834, 0.0670, -0.6353], [-0.0171, 0.1791, -0.5159], [-0.0318, 0.4276, -0.3353], [-2.0044, 1.1020, -0.7019], [0.0260, -0.1055, 0.0804], [-0.2963, 0.2991, -0.2723], [0.1070, -0.0208, 0.1151], [0.1200, -0.0590, 0.0436], [0.1497, -0.0915, 0.1158], [-0.1044, 0.1327, -0.1875], [0.1496, -0.0736, 0.0128], [-0.2493, 0.1125, -0.1732], [0.0348, -0.0236, 0.0399], [-0.1602, 0.1025, 0.0518], [0.0424, -0.4384, 0.1307], [0.2397, 0.5403, 0.2633], [-0.0044, -0.0580, 0.0171], [0.0202, -0.0098, 0.0196], [0.0167, -0.0085, 0.0170], [0.0371, -0.0436, -0.0155], [0.0480, 0.0077, -0.1246], [-0.0331, 0.1191, 0.4491], [0.2660, -0.5014, -0.9644], [-0.0211, 0.1235, 0.3898], [-0.0356, -0.0492, -0.3672], [-0.0323, 0.0588, 0.1687], [0.0302, -0.0292, -0.1901], [0.0362, 0.0859, 0.3030], [0.0366, 0.0106, 0.3881], [0.0153, 0.0153, 0.0768], [0.0120, -0.0104, -0.0265], [-0.0135, 0.0209, 0.0003], [-0.0243, -0.0194, -0.0305]], "mulliken_charge": [-0.38, -0.70, 0.09, -0.81, 1.16, 0.02, -0.88, -0.71, -0.80, -0.22, 0.56, -0.34, -0.69, -0.37, -0.85, -0.44, 0.80, -0.50, -0.75, -0.46, -0.72, -0.22, 0.62, 0.64, 0.69, 0.15, -0.19, -0.41, 0.49, 0.35, 0.25, 0.48, 0.24, 0.52, -0.18, 0.11, 0.28, 0.37, 0.34, 0.46, 0.38, 0.41, 0.39, 0.39, 0.42, 0.27, -0.76, 1.11, -0.69, -0.72, -0.51, -0.48, -0.02, -0.27, 0.84, -0.27, -0.30, 0.49, -0.71, -0.42, 0.64, -0.38, -1.04, -0.53, -0.06, 0.42, 0.47, 0.48, 0.36, -0.40, 0.09, 0.34, -0.06, -0.76, -0.30, -0.52, -0.56, 0.65, 0.41, 0.37, 0.36, 0.46], "charge": -2, "relative_energy_kj_mol": 207.4, "spin_multiplicity": 1, "gap_ha": 0.187}


(4)
{"formula": "C4H10N4", "method": "ωB97M-V/def2-TZVPD", "elements": ["C", "C", "C", "C", "H", "H", "H", "H", "H", "H", "H", "H", "H", "H", "N", "N", "N", "N"], "coordinates": [[-2.639238, -0.070980, -0.076895], [-0.386662, 1.027798, 0.298839], [0.722011, 0.631133, -0.733590], [2.652958, -0.953634, -0.114578], [-3.342471, -1.792522, 0.176362], [-2.724012, 0.917340, -0.644552], [-1.289189, -0.787475, 1.675554], [-0.022248, 1.546340, 1.434862], [-0.953048, 2.043569, -0.025617], [0.025347, 0.862349, -1.677190], [1.704593, 1.123052, -0.726242], [0.540315, -1.510058, -0.601507], [2.701418, -2.191068, -0.065535], [3.169070, 0.860863, 0.388425], [-3.549606, -0.815874, -0.035441], [-1.294113, -0.084789, 0.511787], [1.182302, -0.731618, -0.278281], [3.502567, -0.074429, 0.493596]], "atomic_forces_ev_per_a": [[6.9666, 6.6381, 0.0541], [0.1792, 4.1205, 3.4307], [-1.5462, -0.5029, 0.9996], [-1.6338, -0.1517, 3.6017], [-0.1457, 0.2852, 0.8610], [-0.0616, -0.8597, 0.7107], [0.2495, 3.1409, -4.9552], [-0.4661, -2.1010, -3.1545], [0.8515, -2.5503, 0.1379], [2.4106, -1.5366, 0.9873], [-1.0659, 1.0151, -0.2735], [1.7493, 1.1277, 0.5018], [0.9502, 3.4948, -0.1586], [-0.5429, 0.8062, 0.1893], [-4.8598, -5.2946, -0.6464], [-1.9558, -2.9850, 3.3624], [1.0121, 0.0346, -2.3115], [-2.0911, -4.6813, -3.3368]], "nbo_charge": [0.33, -0.24, -0.26, 0.27, 0.35, 0.13, 0.41, 0.20, 0.20, 0.21, 0.21, 0.41, 0.19, 0.33, -0.68, -0.71, -0.66, -0.68], "relative_energy_kj_mol": 579.3, "spin_multiplicity": 1, "gap_ha": 0.351}


(5)
{"formula": "C6H14O", "method": "ωB97M-V/def2-TZVPD", "elements": ["C", "O", "C", "C", "C", "C", "C", "H", "H", "H", "H", "H", "H", "H", "H", "H", "H", "H", "H", "H", "H"], "coordinates": [[2.571075, -1.267505, -0.608724], [1.315780, -1.089826, -0.006490], [0.845519, 0.231032, -0.119202], [-0.651572, 0.332256, 0.224932], [-0.965284, 1.824157, 0.433788], [-1.445687, -0.168633, -0.986185], [-1.087496, -0.583744, 1.399594], [3.324102, -0.561959, -0.222581], [2.512337, -1.137916, -1.700393], [2.898560, -2.285844, -0.388141], [0.965466, 0.577833, -1.160487], [1.457782, 0.901973, 0.508552], [-0.262634, 2.314593, 1.118966], [-1.977494, 1.978091, 0.824267], [-0.903749, 2.349854, -0.528279], [-1.176401, -1.210239, -1.192327], [-1.235729, 0.431787, -1.877727], [-2.522186, -0.120627, -0.783595], [-0.257794, -1.148003, 1.827979], [-1.805482, -1.327843, 1.035954], [-1.599117, -0.039446, 2.200097]], "atomic_forces_ev_per_a": [[0.2315, -0.0745, -0.1236], [-0.1457, -0.1009, 0.0197], [-0.0661, 0.2383, -0.0259], [-0.2049, -0.1631, -0.1394], [-0.0215, 0.0128, 0.0112], [-0.0135, 0.0436, -0.2568], [0.0598, 0.0765, 0.2207], [-0.1596, -0.0794, 0.0144], [-0.0009, -0.0062, 0.1288], [-0.0322, 0.1269, -0.0458], [0.0480, 0.0108, 0.1133], [-0.1393, -0.1457, 0.0517], [-0.1240, -0.1830, -0.0149], [0.1218, -0.1157, -0.0849], [0.0301, -0.0370, 0.1722], [-0.0844, 0.1289, -0.0316], [-0.0312, -0.0589, 0.0333], [0.1558, -0.0165, -0.0590], [0.0108, 0.1649, 0.0102], [0.1632, 0.1023, 0.0954], [0.2024, 0.0762, -0.0891]], "nbo_charge": [-0.24, -0.55, -0.05, -0.09, -0.60, -0.60, -0.61, 0.16, 0.16, 0.19, 0.16, 0.16, 0.21, 0.21, 0.21, 0.22, 0.20, 0.21, 0.23, 0.21, 0.21], "smiles": "COCC(C)(C)C", "relative_energy_kj_mol": 82.5, "spin_multiplicity": 1, "gap_ha": 0.395}